i | The following is a quantum chemistry calculation of an isolated molecule of CH4N6O, from the OMol25 dataset.

```
! wB97M-V def2-TZVPD RIJCOSX def2/J DEFGRID3
* xyz 0 1
O -1.1315 -1.5481 -0.7353
N -0.0087 -0.7981 1.6900
N 0.5134 1.6018 -0.8330
N 1.3466 1.9485 0.1596
N -0.9014 -0.2508 -1.2825
N 0.3412 0.1760 0.7323
N 1.2718 1.1037 1.1193
C -0.1130 0.3762 -0.5395
H 0.3029 -1.6738 1.4655
H -0.9845 -0.8644 1.6309
H -1.3202 -2.0192 -1.5883
H 0.6834 1.9483 -1.8190
*
```

Values from the calculation:
**E_LUMO**: 0.8 eV
**E_HOMO**: -8.4 eV
**Orbital gap**: 0.3368 hartree



ii | The following is a quantum chemistry calculation of a structure of composition CH4N6O, from the OMol25 dataset.

```
! wB97M-V def2-TZVPD RIJCOSX def2/J DEFGRID3
* xyz 0 1
O 1.8536 -0.6355 -0.7192
N 1.3389 -1.5107 -0.0346
N 1.0424 0.6500 -0.7604
N 1.3175 1.3344 0.3931
N 0.0975 -1.2568 0.2610
N -2.3863 -0.2271 -0.1046
N -1.3978 0.4469 -0.6411
C -0.2275 0.0064 -0.4521
H -2.1130 -1.3010 0.0947
H -3.2142 0.2842 0.2164
H 2.6311 1.4371 0.4071
H 1.0578 0.7720 1.3396
*
```

Values from the calculation:
**E_LUMO**: 0.0 eV
**E_HOMO**: -8.8 eV
**Orbital gap**: 0.3224 hartree



iii | The following is a quantum chemistry calculation of an isolated molecule of CH4N6O, from the OMol25 dataset.

```
! wB97M-V def2-TZVPD RIJCOSX def2/J DEFGRID3
* xyz 0 1
O -1.1375 0.2514 0.8358
N 0.8560 -1.1419 0.7952
N 2.0500 0.8610 -0.3585
N 0.0372 -0.0953 0.1563
N 0.8838 1.0080 0.0258
N 2.4218 -0.4705 -0.6165
N 2.0052 -1.2756 0.3362
C -2.3487 0.3143 0.0229
H -2.1646 0.8229 -0.8688
H 3.2933 -0.6617 -1.0181
H -2.9424 -0.5525 -0.0553
H -2.9541 0.9399 0.7451
*
```

Values from the calculation:
**E_LUMO**: 0.5 eV
**E_HOMO**: -9.4 eV
**Orbital gap**: 0.3646 hartree



Energetically preferred structure: i | next structure: +55.7 kcal/mol



i | The following is a quantum chemistry calculation of a cluster of 2 separate species, C2H6N5S in total, from the OMol25 dataset.

```
! wB97M-V def2-TZVPD RIJCOSX def2/J DEFGRID3
* xyz 1 1
S 0.6499 -1.5822 1.2596
N -1.4972 0.4001 0.6254
N -0.8141 1.3010 -1.3243
N 1.2217 1.5189 0.8751
N 0.7155 0.5646 0.2348
N 0.3848 -3.0177 -1.0865
C -0.5914 0.6981 -0.2523
C 0.5600 -2.2904 -0.1633
H 0.7210 2.0860 1.4279
H -0.0234 1.3751 -1.9100
H -1.4356 -0.1927 1.4234
H 2.1700 1.8501 0.7322
H 0.3520 -2.9563 -2.0700
H -2.4133 0.2455 0.2278
*
```

Values from the calculation:
**E_LUMO (spin up / spin down)**: -6.3 / -6.3 eV
**E_HOMO (spin up / spin down)**: -13.9 / -13.9 eV
**Orbital gap (spin up / spin down)**: 0.2814 / 0.2814 hartree



ii | The following is a quantum chemistry calculation of a cluster of 2 separate species, C2H6N5S in total, from the OMol25 dataset.

```
! wB97M-V def2-TZVPD RIJCOSX def2/J DEFGRID3
* xyz 1 1
S 2.1239 1.5466 0.8028
N -0.1652 -1.4838 0.7403
N 1.1634 0.2899 -1.6119
N 0.0154 -0.0510 -2.1289
N -1.2402 1.0835 0.7924
N -0.8779 0.1064 -1.3528
C -0.4539 0.5568 -0.0953
C 1.0003 0.8911 -0.1995
H 0.1761 -2.0028 -0.0199
H -0.9940 -1.9405 1.0409
H -2.1733 0.6452 0.9466
H 1.9561 0.2089 -2.0885
H -0.9740 1.5800 1.6478
H 0.4433 -1.4304 1.5260
*
```

Values from the calculation:
**E_LUMO**: -6.7 eV
**E_HOMO**: -13.9 eV
**Orbital gap**: 0.2634 hartree



Energetically preferred structure: ii | next structure: +17.7 kcal/mol



i | The following is a quantum chemistry calculation of an isolated molecule of C3H4O2, from the OMol25 dataset.

```
! wB97M-V def2-TZVPD RIJCOSX def2/J DEFGRID3
* xyz 0 1
O 2.2892 0.5742 -0.0011
O -1.0357 -0.5064 0.7989
C -1.0756 -0.1473 -0.5677
C 1.3401 -0.1005 0.3170
C -0.0639 0.4161 0.3384
H -1.9161 0.4814 -0.8620
H 1.4346 -1.1578 0.6352
H -0.1709 1.4493 0.6644
H -0.8169 -0.9365 -1.2722
*
```

Values from the calculation:
**E_LUMO**: 0.7 eV
**E_HOMO**: -10.2 eV
**Orbital gap**: 0.4026 hartree



ii | The following is a quantum chemistry calculation of an isolated molecule of C3H4O2, from the OMol25 dataset.

```
! wB97M-V def2-TZVPD RIJCOSX def2/J DEFGRID3
* xyz 0 1
O -1.0684 0.4627 -0.6567
O 0.4585 1.9212 0.0802
C 1.0601 -0.4159 0.2622
C -1.7978 -0.4230 -0.0095
C 0.2025 0.7692 -0.0657
H 1.6368 -0.6842 -0.6324
H 1.7490 -0.1248 1.0587
H -2.7563 -0.3831 -0.5825
H 0.4281 -1.2548 0.5632
*
```

Values from the calculation:
**E_LUMO**: 0.1 eV
**E_HOMO**: -9.3 eV
**Orbital gap**: 0.3455 hartree



Energetically preferred structure: i | next structure: +27.8 kcal/mol



i | The following is a quantum chemistry calculation of an isolated molecule of C3H4O2, from the OMol25 dataset.

```
! wB97M-V def2-TZVPD RIJCOSX def2/J DEFGRID3
* xyz 0 1
O 0.9682 -0.6807 0.0756
O -0.8890 0.4507 -0.7259
C -0.5334 0.8749 0.5298
C 0.5406 0.2251 1.0020
C 0.0036 -0.7041 -0.9697
H 0.4611 -0.6050 -1.9229
H 1.0294 0.3017 1.9523
H -0.5290 -1.6704 -0.8289
H -1.0515 1.8078 0.8877
*
```

Values from the calculation:
**E_LUMO**: 1.1 eV
**E_HOMO**: -8.0 eV
**Orbital gap**: 0.3333 hartree



ii | The following is a quantum chemistry calculation of a cluster of 2 separate species, C3H4O2 in total, from the OMol25 dataset.

```
! wB97M-V def2-TZVPD RIJCOSX def2/J DEFGRID3
* xyz 0 1
O -2.3811 -1.1156 0.1896
O -3.7288 0.7379 -0.1929
C -0.8709 0.3110 0.5713
C 0.1888 0.1260 -0.3365
C -3.0353 -0.1771 -0.0654
H 0.0945 0.6866 -1.2113
H 0.9155 0.7264 0.4275
H -0.8398 -0.2685 1.4364
H 0.4930 -0.9421 -0.4473
*
```

Values from the calculation:
**E_LUMO**: 0.6 eV
**E_HOMO**: -8.3 eV
**Orbital gap**: 0.3265 hartree



Energetically preferred structure: i | next structure: +44.8 kcal/mol